{
  "formula": "C33H77ClF3N2O14PS10Si2",
  "method": "ωB97M-V with the def2-TZVPD basis set",
  "total_energy_ev": -221179.93097,
  "e_homo_ev": -8.0670,
  "multiplicity": 1,
  "symbols": ["C", "C", "Si", "C", "O", "C", "C", "C", "C", "C", "C", "O", "C", "N", "O", "Si", "Cl", "C", "C", "O", "C", "F", "F", "F", "P", "N", "H", "H", "H", "H", "H", "H", "H", "H", "H", "H", "H", "H", "H", "H", "H", "H", "H", "C", "S", "O", "C", "H", "H", "H", "H", "H", "H", "C", "S", "O", "C", "H", "H", "H", "H", "H", "H", "C", "S", "O", "C", "H", "H", "H", "H", "H", "H", "C", "S", "O", "C", "H", "H", "H", "H", "H", "H", "C", "S", "O", "C", "H", "H", "H", "H", "H", "H", "C", "S", "O", "C", "H", "H", "H", "H", "H", "H", "C", "S", "O", "C", "H", "H", "H", "H", "H", "H", "C", "S", "O", "C", "H", "H", "H", "H", "H", "H", "C", "S", "O", "C", "H", "H", "H", "H", "H", "H", "C", "S", "O", "C", "H", "H", "H", "H", "H", "H"],
  "xyz": [[2.2010, -2.2668, 1.4580], [1.0803, -1.5083, 1.2343], [1.1177, -0.4264, -0.2625], [-0.2359, 0.8433, -0.0644], [-1.4368, 0.2643, 0.4544], [-2.5654, 0.8773, -0.0989], [-2.8072, 2.2092, 0.2112], [-3.9086, 2.8327, -0.3676], [-4.7136, 2.1001, -1.2292], [-4.4846, 0.7621, -1.4996], [-3.3856, 0.1377, -0.9255], [0.9062, -1.4553, -1.6367], [-0.1459, -1.2269, -2.3479], [-0.9529, -0.9640, -3.1321], [2.6093, 0.2854, -0.2638], [3.0379, 1.4338, -1.3701], [5.0911, 1.4992, -1.3444], [2.3946, 3.1420, -0.9386], [3.1625, 4.2637, -1.6589], [3.9073, 5.0407, -0.7464], [2.2286, 5.1836, -2.4986], [2.6261, 6.4702, -2.4111], [0.9485, 5.1591, -2.1174], [2.3183, 4.8641, -3.8022], [2.5210, 0.9411, -3.5122], [2.9104, -0.4989, -4.0337], [2.8677, -2.1041, 2.3048], [2.4908, -3.0200, 0.7255], [0.2064, -1.5318, 1.8865], [0.1187, 1.5570, 0.6895], [-0.4199, 1.4237, -0.9752], [-2.1170, 2.6876, 0.8966], [-4.1171, 3.8709, -0.1564], [-5.5491, 2.6014, -1.7045], [-5.1052, 0.1861, -2.1716], [-3.1444, -0.8971, -1.1229], [2.5464, 3.2816, 0.1351], [1.3161, 3.1779, -1.0997], [3.9109, 3.8881, -2.3555], [3.3116, 5.3718, -0.0638], [1.1519, 1.2868, -3.6536], [3.1912, 1.9508, -4.2476], [3.3252, -1.0389, -3.2753], [-3.4311, -4.8853, -0.2340], [-1.9812, -5.4954, 0.6137], [-1.8646, -4.7131, 1.8834], [-0.7861, -4.8171, -0.5350], [-4.3076, -5.1631, 0.3486], [-3.3760, -3.7986, -0.3098], [-3.4960, -5.3340, -1.2258], [-0.9109, -3.7360, -0.6081], [-0.9230, -5.2804, -1.5120], [0.2105, -5.0460, -0.1618], [1.7639, 1.8596, 4.3196], [0.0037, 2.0604, 4.0539], [-0.1502, 2.5981, 2.6678], [-0.2423, 3.4422, 5.1674], [2.1059, 1.0640, 3.6580], [2.2723, 2.7925, 4.0719], [1.9396, 1.5862, 5.3558], [0.4118, 4.2641, 4.8742], [-0.0273, 3.1193, 6.1836], [-1.2834, 3.7520, 5.0848], [-3.5585, -3.0365, 3.7431], [-5.3176, -3.1183, 3.4208], [-5.5351, -2.6775, 2.0167], [-5.7723, -1.7373, 4.4793], [-3.0772, -3.8018, 3.1308], [-3.1778, -2.0508, 3.4692], [-3.3786, -3.2365, 4.8011], [-5.2448, -0.8431, 4.1487], [-5.5146, -1.9750, 5.5118], [-6.8467, -1.5838, 4.3973], [-5.7349, 3.6098, 4.9108], [-4.2117, 3.5767, 3.9542], [-4.5095, 4.0940, 2.6001], [-4.1184, 1.7882, 3.8195], [-6.0049, 4.6507, 5.0765], [-6.5268, 3.1072, 4.3550], [-5.5682, 3.1176, 5.8691], [-5.0211, 1.4110, 3.3378], [-4.0054, 1.3591, 4.8166], [-3.2479, 1.5415, 3.2116], [0.6527, 0.8241, 9.7916], [1.0186, 0.1712, 8.1609], [0.8028, 1.2846, 7.1905], [-0.4162, -0.8990, 8.0440], [1.4183, 1.5566, 10.0378], [-0.3269, 1.3019, 9.7826], [0.6762, 0.0120, 10.5179], [-1.3239, -0.3050, 8.1507], [-0.3620, -1.6601, 8.8221], [-0.3992, -1.3744, 7.0654], [6.4550, -2.5881, 0.6692], [6.2183, -1.9234, -0.9833], [4.8159, -2.2352, -1.3834], [7.2844, -3.1033, -1.8087], [5.8327, -2.0132, 1.3526], [6.1557, -3.6366, 0.6892], [7.5035, -2.4819, 0.9479], [6.9220, -4.1146, -1.6185], [8.3012, -2.9751, -1.4421], [7.2496, -2.8923, -2.8754], [-7.0807, -5.3369, -1.7743], [-6.2589, -6.0349, -3.2144], [-4.7953, -5.8867, -2.9895], [-6.7415, -4.7493, -4.3652], [-6.8678, -5.9797, -0.9224], [-6.6999, -4.3334, -1.5818], [-8.1559, -5.3094, -1.9513], [-6.3807, -3.7850, -4.0053], [-7.8275, -4.7415, -4.4613], [-6.2884, -4.9887, -5.3259], [12.1014, 0.1314, -0.9477], [11.3375, -1.4219, -1.4244], [9.8903, -1.3097, -1.0967], [12.0939, -2.4135, -0.1310], [11.7245, 0.9054, -1.6126], [11.8357, 0.3680, 0.0825], [13.1829, 0.0502, -1.0560], [11.8300, -2.0044, 0.8443], [13.1756, -2.4179, -0.2642], [11.7114, -3.4280, -0.2213], [2.5997, 11.2004, -2.3939], [3.0516, 10.6119, -4.0317], [2.6780, 11.6773, -4.9965], [1.7853, 9.3425, -4.1247], [3.2502, 12.0374, -2.1493], [1.5605, 11.5293, -2.3981], [2.7450, 10.3992, -1.6690], [0.8012, 9.7976, -4.0103], [1.9560, 8.6016, -3.3453], [1.8580, 8.8663, -5.1002], [-5.6971, -6.8853, -9.5436], [-4.6562, -6.5980, -8.1069], [-5.5476, -6.6030, -6.9179], [-4.2862, -4.8799, -8.4780], [-6.0738, -7.9041, -9.4834], [-6.5304, -6.1825, -9.5381], [-5.1031, -6.7676, -10.4499], [-5.2146, -4.3123, -8.5445], [-3.7345, -4.8225, -9.4162], [-3.6720, -4.4897, -7.6690]],
  "forces_ev_per_angstrom": [[-0.535, 0.516, 0.026], [0.163, -1.182, -0.790], [-0.837, -1.933, 1.105], [0.278, 0.464, 0.249], [-0.091, -0.235, -0.740], [0.289, -0.052, 0.429], [-0.164, -0.201, -0.150], [0.470, -0.338, 0.071], [-0.613, 0.398, -0.260], [0.472, -0.161, 0.187], [-0.068, -0.025, 0.028], [-0.359, 0.701, 0.250], [0.758, 0.151, -0.944], [-0.293, -0.192, 0.418], [-0.729, 0.310, -1.169], [0.707, 0.385, 0.353], [-0.116, 0.018, -0.006], [0.139, -0.377, 0.040], [-0.249, 0.419, 0.331], [-0.030, -0.080, 0.007], [0.841, 0.364, -0.011], [-0.101, -0.096, 0.047], [-0.109, -0.106, -0.196], [-0.458, -0.264, 0.054], [0.356, -1.186, -0.559], [-0.068, 0.382, 0.500], [-0.852, -1.285, 0.914], [1.150, 1.170, -0.743], [0.742, 1.539, 1.046], [0.199, 0.110, -0.065], [-0.117, -0.111, -0.080], [-0.136, 0.240, -0.006], [-0.070, 0.003, 0.059], [-0.031, -0.044, 0.029], [-0.164, 0.158, -0.020], [0.001, -0.007, -0.043], [-0.046, -0.049, 0.033], [0.010, 0.056, -0.071], [-0.057, -0.029, -0.091], [0.032, 0.002, 0.017], [0.100, 0.261, -0.046], [-0.383, 0.358, 0.210], [0.008, -0.233, -0.192], [-0.036, 0.052, -0.114], [-0.146, -0.045, -0.090], [0.227, -0.064, -0.048], [0.168, 0.106, -0.086], [0.034, -0.001, 0.054], [0.027, 0.004, 0.081], [-0.045, -0.030, 0.011], [-0.053, -0.003, 0.061], [-0.043, -0.021, 0.015], [-0.018, -0.015, 0.043], [0.183, 0.037, -0.060], [-0.034, -0.107, 0.048], [-0.005, 0.088, -0.113], [0.043, 0.148, 0.076], [-0.069, 0.017, -0.051], [-0.059, 0.011, -0.057], [-0.052, -0.001, 0.041], [-0.009, -0.021, -0.068], [0.017, -0.062, -0.007], [0.001, -0.029, -0.079], [0.053, -0.019, 0.037], [0.062, -0.060, 0.056], [-0.010, 0.025, -0.003], [-0.088, 0.105, 0.056], [-0.026, 0.130, 0.060], [-0.066, 0.010, -0.050], [-0.054, -0.020, 0.001], [0.022, -0.031, -0.045], [-0.001, -0.023, -0.006], [0.000, -0.029, -0.030], [-0.133, 0.004, -0.022], [0.225, -0.127, 0.132], [-0.158, 0.144, -0.079], [0.038, -0.131, 0.002], [0.037, 0.011, -0.023], [0.027, 0.004, -0.037], [0.029, 0.008, -0.001], [0.003, 0.064, -0.053], [0.021, 0.018, 0.005], [0.000, 0.056, -0.021], [-0.063, 0.048, 0.073], [0.061, -0.076, 0.007], [-0.078, -0.060, 0.216], [-0.104, -0.035, -0.002], [0.025, -0.013, -0.043], [0.001, -0.004, -0.046], [0.022, -0.010, -0.011], [0.029, 0.042, -0.004], [0.024, -0.006, -0.007], [0.046, 0.024, -0.010], [-0.002, -0.089, 0.098], [0.074, 0.178, -0.086], [-0.090, -0.042, 0.064], [0.009, -0.227, -0.015], [-0.012, 0.035, -0.038], [-0.024, 0.008, -0.039], [0.003, 0.037, -0.032], [-0.078, 0.031, -0.010], [-0.002, 0.110, -0.025], [-0.031, 0.045, 0.009], [0.007, 0.108, 0.046], [-0.072, -0.135, -0.081], [0.059, 0.055, 0.059], [0.015, 0.157, -0.084], [0.019, -0.028, -0.026], [0.031, -0.012, -0.012], [0.000, -0.023, -0.009], [0.015, -0.032, 0.057], [-0.001, -0.030, 0.004], [-0.005, -0.104, 0.025], [0.043, 0.078, 0.063], [0.063, 0.002, -0.096], [-0.004, -0.039, 0.125], [0.036, -0.016, 0.100], [-0.029, -0.036, -0.025], [-0.037, -0.034, -0.005], [-0.004, -0.011, -0.024], [-0.032, 0.027, -0.023], [-0.003, -0.007, -0.023], [-0.020, 0.012, -0.044], [-0.056, 0.018, 0.099], [0.069, -0.051, -0.015], [-0.050, 0.028, 0.021], [-0.126, -0.062, 0.025], [0.022, -0.004, -0.045], [0.003, 0.000, -0.050], [0.019, -0.007, -0.013], [0.028, 0.060, -0.019], [0.030, -0.003, -0.011], [0.051, 0.033, -0.013], [-0.073, 0.033, -0.081], [0.128, -0.055, -0.001], [-0.131, 0.079, 0.001], [-0.009, 0.098, -0.030], [0.027, -0.007, 0.043], [0.011, 0.009, 0.045], [0.018, -0.013, 0.011], [-0.021, -0.038, 0.017], [0.016, -0.016, 0.009], [0.002, -0.048, 0.022]]
}

=====

{
  "formula": "C4H5N3O",
  "method": "ωB97M-V with the def2-TZVPD basis set",
  "total_energy_ev": -10742.72927,
  "e_homo_ev": -9.0354,
  "multiplicity": 1,
  "relative_energy_kcal_mol": 112.7,
  "symbols": ["C", "N", "N", "C", "C", "O", "C", "N", "H", "H", "H", "H", "H"],
  "xyz": [[1.3025, 1.1524, 1.2610], [0.4076, 0.2864, 0.4144], [0.2676, -0.9645, 0.7607], [-0.6657, -1.6670, 0.0338], [-1.3220, -1.0280, -0.9841], [-2.1396, -1.5412, -1.7988], [-0.7277, 0.2433, -1.3574], [0.0302, 0.9618, -0.6405], [1.7454, 1.9374, 0.5735], [0.7412, 2.0169, 1.8733], [2.0897, 0.6369, 2.0476], [-0.5757, -2.8597, 0.1731], [-1.1535, 0.8253, -2.3566]],
  "forces_ev_per_angstrom": [[0.869, 2.352, 2.071], [3.350, 1.691, 4.072], [-2.424, -1.023, -1.753], [4.147, -2.553, 3.554], [-2.033, -0.515, -5.111], [0.816, 0.624, 1.884], [-3.375, 2.416, -4.015], [-0.081, -0.686, -0.135], [0.330, -1.747, 0.401], [0.272, -2.614, -0.781], [-2.286, 0.942, -2.586], [-0.779, 3.152, -0.172], [1.194, -2.041, 2.571]]
}

=====

{
  "formula": "C36H42Cl6N6",
  "method": "ωB97M-V with the def2-TZVPD basis set",
  "total_energy_ev": -122080.31461,
  "e_homo_ev": -7.4641,
  "multiplicity": 1,
  "relative_energy_kcal_mol": 170.3,
  "symbols": ["Cl", "C", "C", "Cl", "H", "H", "H", "H", "Cl", "C", "C", "Cl", "H", "H", "H", "H", "Cl", "C", "C", "Cl", "H", "H", "H", "H", "N", "C", "C", "C", "C", "C", "H", "H", "H", "H", "H", "N", "C", "C", "C", "C", "C", "H", "H", "H", "H", "H", "N", "C", "C", "C", "C", "C", "H", "H", "H", "H", "H", "N", "C", "C", "C", "C", "C", "H", "H", "H", "H", "H", "N", "C", "C", "C", "C", "C", "H", "H", "H", "H", "H", "N", "C", "C", "C", "C", "C", "H", "H", "H", "H", "H"],
  "xyz": [[1.7201, -3.2550, 2.4423], [2.3482, -3.9266, 3.9413], [1.7052, -5.2292, 4.3495], [1.6555, -6.4203, 2.9926], [2.3255, -3.1538, 4.7079], [3.4078, -4.0791, 3.7258], [0.6688, -5.0815, 4.6504], [2.1980, -5.6452, 5.2259], [0.9864, 4.7665, 2.5811], [-0.6332, 4.3985, 1.9186], [-1.6123, 5.4651, 2.3531], [-2.0009, 5.3447, 4.0925], [-0.8684, 3.3730, 2.1819], [-0.5480, 4.4760, 0.8327], [-2.5743, 5.2735, 1.8694], [-1.3109, 6.4606, 2.0425], [-2.4985, 4.4797, -5.4016], [-2.9315, 4.5852, -3.6765], [-2.3257, 3.4162, -2.8873], [-2.5533, 3.8179, -1.1685], [-4.0058, 4.5119, -3.5224], [-2.5562, 5.5301, -3.3001], [-1.2525, 3.3387, -3.0297], [-2.8664, 2.5062, -3.1251], [0.9335, 0.7446, 0.2704], [0.5312, -0.4877, 0.6026], [-0.7216, -0.7890, 1.1081], [-1.6528, 0.2348, 1.1993], [-1.2723, 1.5186, 0.8460], [0.0025, 1.7060, 0.3184], [1.2907, -1.2499, 0.4607], [-0.9717, -1.8234, 1.3061], [-2.6733, 0.0546, 1.5153], [-1.9424, 2.3557, 0.9339], [0.3217, 2.6594, -0.0888], [1.8605, -4.4473, -5.3765], [0.6114, -4.3679, -4.9055], [0.2434, -3.7444, -3.7119], [1.2481, -3.2756, -2.8787], [2.5553, -3.3567, -3.3461], [2.8069, -4.0149, -4.5511], [-0.1807, -4.5853, -5.6146], [-0.8079, -3.6089, -3.4986], [1.0838, -2.8477, -1.8983], [3.3766, -3.0242, -2.7257], [3.8464, -4.1759, -4.8171], [-1.8967, -4.5177, 0.0268], [-2.6589, -5.5348, -0.4061], [-2.1159, -6.7120, -0.9029], [-0.7409, -6.7968, -1.0766], [0.0467, -5.7392, -0.6532], [-0.5783, -4.6646, -0.0483], [-3.7186, -5.3238, -0.3622], [-2.7657, -7.5136, -1.2288], [-0.3159, -7.6546, -1.5804], [1.0988, -5.7721, -0.9033], [0.0289, -3.8453, 0.3163], [6.3803, -0.9860, 2.0253], [5.1890, -1.2203, 2.5759], [4.0600, -0.4510, 2.2975], [4.1704, 0.6111, 1.4296], [5.3952, 0.8512, 0.8127], [6.4495, 0.0185, 1.1368], [5.2242, -2.0660, 3.2533], [3.1040, -0.6959, 2.7408], [3.2725, 1.1559, 1.1693], [5.5144, 1.5662, 0.0096], [7.4280, 0.2536, 0.7330], [-4.9030, 1.9996, 1.7627], [-5.5169, 2.3421, 0.6322], [-5.8541, 3.6413, 0.2861], [-5.6628, 4.6559, 1.2155], [-4.9966, 4.3235, 2.3935], [-4.7275, 2.9742, 2.6487], [-5.6949, 1.5585, -0.0971], [-6.2929, 3.8393, -0.6827], [-5.9636, 5.6867, 1.0837], [-4.7759, 5.1031, 3.1088], [-4.2311, 2.7410, 3.5845], [2.1003, 4.0949, -1.4246], [1.5665, 3.5527, -2.5173], [1.2232, 2.1943, -2.5925], [1.3982, 1.3698, -1.5092], [2.0634, 1.9195, -0.4065], [2.3993, 3.2439, -0.4314], [1.3047, 4.2316, -3.3176], [0.7474, 1.8511, -3.5045], [1.0944, 0.3315, -1.4645], [2.2959, 1.3234, 0.4663], [2.8878, 3.6311, 0.4564]],
  "forces_ev_per_angstrom": [[-0.511, 0.332, -0.272], [1.305, -0.252, -0.053], [-0.828, 0.093, -0.021], [0.249, 0.255, 0.616], [-0.434, -0.161, 0.132], [-0.052, -0.201, 0.104], [-0.042, 0.079, -0.204], [0.328, -0.184, -0.269], [0.100, -0.147, 0.037], [0.429, 0.894, -0.196], [-0.891, -0.904, -0.276], [0.231, 0.307, 0.028], [-0.176, 0.404, 0.365], [0.064, -0.092, 0.033], [0.126, -0.059, -0.133], [0.299, 0.069, 0.454], [-0.187, -0.107, 0.091], [0.266, -0.582, 0.525], [0.022, 0.880, -0.474], [-0.223, -0.011, 0.215], [-0.074, 0.335, -0.422], [-0.017, 0.056, -0.022], [-0.060, -0.211, -0.165], [0.229, -0.188, 0.133], [-10.555, -6.087, 5.876], [0.070, 0.117, 1.050], [-0.080, -0.307, -0.622], [-0.254, 0.030, 0.272], [0.530, -0.489, -0.333], [-2.144, -0.222, 1.985], [0.012, -0.175, 0.130], [-0.153, 0.025, 0.130], [0.054, -0.064, 0.138], [-0.248, -0.195, -0.169], [-0.962, -0.025, 0.591], [-0.173, -0.631, 0.672], [-0.305, 1.490, -0.563], [0.207, -0.318, -0.082], [0.492, 0.188, -0.382], [-0.219, -0.798, 0.249], [0.281, 0.518, 0.422], [0.067, -0.473, 0.044], [0.002, -0.198, 0.236], [-0.343, 0.128, -0.085], [0.060, 0.049, -0.084], [-0.079, 0.077, -0.387], [-0.096, -0.314, 0.152], [0.646, 0.501, 0.206], [-0.312, 0.076, -0.224], [-0.347, 0.139, 0.044], [-0.041, -0.674, -0.470], [0.181, 0.334, -0.344], [-0.140, -0.365, -0.006], [-0.009, 0.003, 0.017], [0.091, -0.022, 0.091], [0.111, 0.247, 0.451], [-0.069, 0.093, 0.074], [-0.136, 0.451, -0.436], [0.552, 0.110, -0.288], [0.171, -0.489, 0.530], [0.298, -0.329, -0.061], [-0.426, -0.430, -0.193], [0.297, 0.194, 0.614], [-0.532, 0.029, 0.120], [0.025, 0.006, 0.101], [1.322, 0.053, 0.752], [-0.055, 0.269, 0.229], [0.057, -0.336, -0.128], [-0.667, -0.064, 0.302], [0.491, 0.121, -0.584], [-0.564, 0.282, 0.203], [0.742, -0.301, 0.348], [-0.933, -0.340, -0.208], [0.996, 0.949, -0.038], [0.083, -0.124, 0.118], [-0.112, -0.021, 0.043], [0.003, -0.041, -0.415], [0.037, -0.193, 0.234], [-0.035, -0.298, -0.020], [-0.305, 0.190, -0.783], [-0.184, 0.307, 1.149], [-0.356, -0.008, -0.610], [2.931, 0.742, -3.770], [6.800, 2.849, -3.078], [0.519, 0.380, 0.132], [0.144, 0.043, -0.180], [-0.014, -0.169, 0.054], [0.408, 0.385, -1.501], [2.003, 2.159, -1.842], [0.013, 0.358, -0.097]]
}

=====

For reference, max |F| by record: 2.38 6.03 13.53 eV/A.
For reference, frontier orbital gap by record: 0.2982 0.3283 0.2842 hartree.